# 1
ORCA calculation (ωB97M-V/def2-TZVPD) on a structure of composition C36H51ClCoN3OP2.

Results
Gap between HOMO and LUMO (spin up / spin down) in eV: 6.392 / 6.124
Expectation value of S²: 3.83
Net charge: +1
Lowest unoccupied orbital energy (spin up / spin down) in eV: -2.6 / -4.1
Multiplicity: 4

Atoms and positions in Å:
C (-2.979, -0.462, -0.398)
C (-1.653, -1.384, -2.118)
C (-4.147, -0.711, -1.122)
C (-2.800, -1.446, -2.954)
C (-4.048, -1.140, -2.445)
H (-5.101, -0.510, -0.642)
H (-2.657, -1.788, -3.974)
H (-4.951, -1.230, -3.049)
N (-1.765, -0.705, -0.912)
P (-1.629, 1.199, 1.543)
P (0.829, -2.107, -1.173)
C (-3.095, 0.183, 0.988)
H (-4.003, 0.812, 1.027)
H (-3.234, -0.603, 1.756)
C (-0.448, -2.066, -2.422)
H (-0.294, -2.378, -3.455)
C (2.640, -1.537, -1.646)
C (0.641, -4.015, -0.970)
C (-2.002, 2.945, 0.878)
C (-1.912, 1.263, 3.426)
C (3.079, -0.294, -0.856)
H (2.877, -0.394, 0.219)
H (4.163, -0.154, -0.985)
H (2.605, 0.616, -1.220)
C (3.663, -2.617, -1.283)
H (3.702, -2.773, -0.196)
H (3.495, -3.571, -1.791)
H (4.659, -2.250, -1.580)
C (2.639, -1.214, -3.141)
H (3.649, -0.889, -3.433)
H (2.387, -2.088, -3.755)
H (1.940, -0.400, -3.383)
C (1.509, -4.572, 0.155)
H (1.280, -4.094, 1.113)
H (1.262, -5.639, 0.240)
H (2.580, -4.489, -0.040)
C (-0.812, -4.370, -0.625)
H (-1.121, -3.937, 0.331)
H (-1.519, -4.051, -1.393)
H (-0.876, -5.463, -0.545)
C (0.999, -4.670, -2.312)
H (0.269, -4.421, -3.092)
H (1.998, -4.402, -2.685)
H (0.975, -5.761, -2.165)
C (-1.105, 2.413, 4.042)
H (-1.186, 2.335, 5.136)
H (-0.039, 2.324, 3.788)
H (-1.461, 3.409, 3.762)
C (-1.398, -0.028, 4.074)
H (-1.962, -0.913, 3.756)
H (-0.330, -0.187, 3.880)
H (-1.528, 0.075, 5.163)
C (-3.405, 1.383, 3.788)
H (-3.477, 1.469, 4.882)
H (-3.894, 2.262, 3.362)
H (-3.969, 0.491, 3.486)
C (-2.371, 2.792, -0.606)
H (-2.371, 3.780, -1.089)
H (-1.664, 2.159, -1.156)
H (-3.375, 2.358, -0.725)
C (-0.750, 3.816, 1.085)
H (0.115, 3.454, 0.532)
H (-0.973, 4.832, 0.731)
H (-0.465, 3.881, 2.141)
C (-3.151, 3.677, 1.586)
H (-4.114, 3.159, 1.498)
H (-2.930, 3.888, 2.639)
H (-3.259, 4.652, 1.085)
Co (-0.050, 0.077, 0.120)
C (-0.062, -1.265, 1.230)
O (-0.284, -2.148, 1.972)
N (0.821, 1.749, -0.529)
C (1.072, 2.579, -1.361)
C (1.087, 2.949, -2.742)
C (1.653, 4.152, -3.225)
C (0.420, 2.074, -3.634)
C (1.579, 4.438, -4.590)
H (2.105, 4.851, -2.518)
C (0.377, 2.359, -4.994)
H (-0.112, 1.185, -3.260)
C (0.940, 3.551, -5.468)
H (2.010, 5.369, -4.969)
H (-0.119, 1.659, -5.669)
H (0.836, 3.809, -6.524)
Cl (4.621, -3.166, 3.467)
C (3.667, -1.744, 3.497)
C (3.831, -0.771, 4.490)
C (3.074, 0.399, 4.401)
C (2.199, 0.545, 3.313)
N (2.036, -0.399, 2.390)
C (2.712, -1.548, 2.486)
H (4.545, -0.946, 5.290)
H (3.139, 1.198, 5.137)
H (1.629, 1.469, 3.184)
H (2.542, -2.332, 1.750)

Atomic charges from the Mulliken analysis, expressed in e, are listed below: number 1, C, carries 0.250; number 2, C, carries 0.444; number 3, C, carries -0.808; number 4, C, carries -1.144; number 5, C, carries -0.890; number 6, H, carries 0.562; number 7, H, carries 0.550; number 8, H, carries 0.444; number 9, N, carries 1.367; number 10, P, carries 0.597; number 11, P, carries 0.628; number 12, C, carries -1.902; number 13, H, carries 0.610; number 14, H, carries 0.768; number 15, C, carries -1.846; number 16, H, carries 0.557; number 17, C, carries 2.825; number 18, C, carries 1.671; number 19, C, carries 2.292; number 20, C, carries 2.425; number 21, C, carries -2.125; number 22, H, carries 0.319; number 23, H, carries 0.634; number 24, H, carries 0.025; number 25, C, carries -1.876; number 26, H, carries 0.233; number 27, H, carries 0.351; number 28, H, carries 0.587; number 29, C, carries -1.841; number 30, H, carries 0.489; number 31, H, carries 0.308; number 32, H, carries 0.283; number 33, C, carries -1.699; number 34, H, carries 0.148; number 35, H, carries 0.606; number 36, H, carries 0.322; number 37, C, carries -1.698; number 38, H, carries 0.221; number 39, H, carries 0.273; number 40, H, carries 0.598; number 41, C, carries -1.521; number 42, H, carries 0.315; number 43, H, carries 0.218; number 44, H, carries 0.497; number 45, C, carries -1.832; number 46, H, carries 0.585; number 47, H, carries 0.010; number 48, H, carries 0.340; number 49, C, carries -1.777; number 50, H, carries 0.282; number 51, H, carries 0.200; number 52, H, carries 0.640; number 53, C, carries -1.830; number 54, H, carries 0.538; number 55, H, carries 0.262; number 56, H, carries 0.321; number 57, C, carries -1.893; number 58, H, carries 0.637; number 59, H, carries 0.129; number 60, H, carries 0.200; number 61, C, carries -1.576; number 62, H, carries 0.020; number 63, H, carries 0.559; number 64, H, carries 0.299; number 65, C, carries -2.007; number 66, H, carries 0.291; number 67, H, carries 0.443; number 68, H, carries 0.549; number 69, Co, carries 0.999; number 70, C, carries 0.671; number 71, O, carries -0.500; number 72, N, carries -1.069; number 73, C, carries 1.024; number 74, C, carries 0.086; number 75, C, carries -0.640; number 76, C, carries -0.022; number 77, C, carries -0.573; number 78, H, carries 0.490; number 79, C, carries -0.748; number 80, H, carries 0.307; number 81, C, carries -0.473; number 82, H, carries 0.396; number 83, H, carries 0.436; number 84, H, carries 0.402; number 85, Cl, carries -0.205; number 86, C, carries -0.185; number 87, C, carries -0.430; number 88, C, carries -0.828; number 89, C, carries -0.327; number 90, N, carries 0.398; number 91, C, carries 0.033; number 92, H, carries 0.429; number 93, H, carries 0.453; number 94, H, carries 0.210; number 95, H, carries 0.206

# 2
ORCA calculation (ωB97M-V/def2-TZVPD) on the molecule C9H8N2O.

Results
Gap between HOMO and LUMO in eV: 8.398
Net charge: 0
Lowest unoccupied orbital energy in eV: 0.4
Multiplicity: 1
SMILES: O=C1C[C@@]12CNc1ncccc12

Atoms and positions in Å:
C (0.264, 1.724, -2.053)
C (0.945, 1.057, -1.012)
C (-1.120, 1.856, -1.998)
C (0.175, 0.515, 0.008)
C (-1.219, 0.689, -0.055)
C (1.776, -0.796, 1.625)
C (1.566, -1.806, 0.654)
C (-0.864, -0.681, 1.806)
C (0.465, -0.404, 1.032)
N (-1.895, 1.356, -0.987)
N (-1.847, -0.065, 0.917)
O (2.443, -0.447, 2.545)
H (0.786, 2.228, -2.940)
H (2.098, 0.859, -1.044)
H (-1.516, 2.453, -2.889)
H (2.091, -1.757, -0.257)
H (1.189, -2.652, 0.983)
H (-1.002, -1.736, 1.737)
H (-0.751, -0.120, 2.733)
H (-2.587, 0.337, 1.498)

Atomic charges from the natural (NBO) analysis, expressed in e, are listed below: number 1, C, carries -0.299; number 2, C, carries -0.144; number 3, C, carries 0.037; number 4, C, carries -0.150; number 5, C, carries 0.395; number 6, C, carries 0.578; number 7, C, carries -0.498; number 8, C, carries -0.222; number 9, C, carries -0.113; number 10, N, carries -0.447; number 11, N, carries -0.595; number 12, O, carries -0.473; number 13, H, carries 0.226; number 14, H, carries 0.220; number 15, H, carries 0.202; number 16, H, carries 0.239; number 17, H, carries 0.221; number 18, H, carries 0.217; number 19, H, carries 0.211; number 20, H, carries 0.396

The records above give, respectively, relative energy (zero: lowest compared OMol25 entry of this formula, charge and spin) values of 1.690; 3.455 eV.